No. 1
A molecular structure, C25H32Cl6F6HgN6O4P in a non-equilibrium geometry. Source: the OMol25 dataset; level of theory: ωB97M-V/def2-TZVPD.

Geometry as XYZ:
```
81
Properties=species:S:1:pos:R:3:mulliken_charge:R:1
Hg 0.047 -2.910 -0.402 0.791
Cl 5.505 4.881 0.909 -0.155
Cl 1.193 3.843 -5.834 -0.151
Cl 4.355 7.487 0.074 -0.139
Cl -8.789 1.103 -2.960 -0.152
Cl -6.760 2.560 -4.462 -0.148
Cl 0.844 6.703 -6.249 -0.146
P -1.178 2.001 0.423 1.171
F -1.661 2.249 1.964 -0.346
F -0.148 3.230 0.524 -0.337
F -2.078 0.659 0.515 -0.353
F 0.101 1.072 0.754 -0.338
F -2.374 2.942 -0.108 -0.340
F -0.720 1.619 -1.120 -0.355
O -1.446 8.076 3.419 -0.505
O 3.531 1.846 6.682 -0.526
O 1.581 1.113 6.073 -0.499
O -3.545 7.745 3.657 -0.518
N -2.924 -2.802 -4.251 -0.442
N 3.725 -1.963 -3.576 -0.455
N 2.323 1.971 6.470 0.840
N -2.559 8.041 2.970 0.840
N 3.610 -4.050 2.797 -0.444
N -3.081 -4.772 2.790 -0.422
C -3.752 -5.930 2.512 -0.096
C -5.169 -3.158 -5.310 -0.320
C 3.748 -5.213 3.565 -0.133
C 5.017 6.550 1.435 -0.237
C 4.138 -2.815 -4.615 -0.126
C -2.600 -2.247 -5.495 -0.139
C -4.533 -6.532 3.452 -0.327
C 5.172 -2.599 -5.536 -0.348
C 5.996 -4.810 4.207 -0.176
C -4.770 -5.910 4.704 -0.128
C 5.913 -3.599 3.556 -0.294
C 5.627 -0.585 -4.228 -0.329
C -4.126 -4.731 5.023 -0.395
C -7.301 2.040 -2.854 -0.207
C -4.738 -2.653 -6.522 -0.250
C 4.507 -0.864 -3.400 -0.100
C 0.516 5.352 -5.166 -0.211
C -3.261 -4.239 4.037 -0.163
C 5.881 -1.407 -5.343 -0.184
C -3.470 -2.069 -6.608 -0.259
C -2.673 8.347 1.509 -0.685
C -4.265 -3.224 -4.280 -0.120
C 1.685 3.347 6.659 -0.664
C 4.876 -5.591 4.245 -0.297
C 4.745 -3.240 2.908 -0.169
H 1.043 3.383 7.539 0.269
H -5.324 -6.444 5.462 0.363
H 2.851 -5.793 3.725 0.333
H 5.847 7.041 1.943 0.286
H 6.826 -3.022 3.563 0.348
H -6.189 -3.508 -5.245 0.363
H 6.703 -1.113 -5.979 0.373
H -3.337 9.210 1.474 0.290
H 1.146 3.639 5.758 0.284
H -0.570 5.282 -5.113 0.249
H 4.791 -2.269 2.437 0.350
H -4.251 -4.321 6.014 0.378
H -3.530 -6.463 1.599 0.360
H -6.537 1.411 -2.398 0.247
H -3.188 -1.721 -7.590 0.362
H 4.222 -0.077 -2.716 0.387
H 4.219 6.517 2.177 0.245
H -3.174 7.479 1.079 0.277
H 3.467 -3.621 -4.873 0.331
H -2.790 -3.274 4.147 0.405
H 2.522 4.021 6.838 0.295
H 6.866 -5.219 4.699 0.375
H 0.968 5.579 -4.200 0.260
H 6.167 0.339 -4.082 0.360
H -7.580 2.909 -2.259 0.260
H -1.722 8.630 1.058 0.301
H -5.411 -2.424 -7.335 0.367
H 5.350 -3.323 -6.317 0.381
H -4.553 -3.787 -3.404 0.358
H 4.869 -6.510 4.812 0.344
H -1.614 -1.845 -5.676 0.350
H -4.802 -7.573 3.348 0.332
```

## Properties
Net charge = +1
2S+1 = 1

No. 2
A molecular structure, C25H32ClN9O6SSeSiSr. Source: the OMol25 dataset; level of theory: ωB97M-V/def2-TZVPD.

Geometry as XYZ:
```
77
Properties=species:S:1:pos:R:3:mulliken_charge:R:1
Sr 0.905 -0.152 -1.169 1.654
Se 2.276 0.228 -3.941 -0.723
Cl -0.735 1.950 -0.287 -0.786
S 2.594 -4.988 0.739 -0.455
Si 4.161 1.304 -3.482 0.595
O -0.075 -2.266 -1.890 -0.662
O -0.274 -0.496 5.659 -0.677
O -6.181 1.142 2.301 -0.695
O 2.578 -0.161 0.610 -0.397
O 1.766 0.020 4.951 -0.611
O 3.004 0.091 2.796 -0.900
N -3.682 -0.497 -1.013 -0.387
N 0.108 -1.067 1.141 -0.008
N 2.055 -4.474 -1.888 0.117
N -1.063 -1.406 1.679 0.015
N -3.464 -1.704 -4.990 -0.598
N -4.064 1.586 2.963 0.266
N -1.014 -5.087 -3.392 -0.621
N -0.968 -1.744 -2.630 0.074
N 3.742 -3.372 -1.139 0.231
C -4.494 1.057 0.626 0.196
C -4.991 1.273 2.027 0.092
C -2.640 -2.078 -4.277 -0.175
C -4.381 2.097 -0.283 0.157
C -4.152 -0.219 0.199 -0.194
C 4.446 2.739 -4.677 -1.072
C 0.160 -0.748 3.363 0.603
C -1.080 -1.232 3.009 -0.895
C -3.903 1.822 -1.549 -0.919
C -2.649 1.842 2.675 0.451
C 2.272 -0.201 1.827 0.587
C -2.287 3.318 2.615 -1.377
C -4.532 1.782 4.329 -0.781
C -5.196 3.136 4.555 -1.062
C -3.544 0.520 -1.862 -0.082
C 0.534 -0.404 4.756 0.515
C 4.737 -2.828 -0.238 -0.831
C -1.301 -3.972 -3.416 0.219
C 0.870 -0.666 2.142 -0.204
C 2.509 -3.693 -2.932 -0.679
C 5.682 0.181 -3.644 -1.102
C 3.573 -3.010 -2.472 0.029
C 4.223 2.030 -1.747 -0.906
C 2.791 -4.269 -0.771 -0.214
C -1.624 -2.578 -3.413 0.738
H -4.635 3.109 0.009 0.446
H 5.378 3.267 -4.450 0.325
H -3.668 1.659 4.984 0.401
H 4.492 2.378 -5.707 0.258
H 6.584 0.762 -3.863 0.403
H -6.058 3.238 3.896 0.280
H -1.941 -1.449 3.619 0.502
H 5.220 2.427 -1.527 0.338
H -3.754 2.610 -2.274 0.378
H -2.377 1.381 1.729 -0.217
H 3.986 1.287 -0.981 0.115
H 5.541 -0.550 -4.444 0.289
H -1.807 -1.701 1.067 0.161
H -4.267 -1.059 0.881 0.571
H 4.199 -2.283 -2.954 0.217
H -5.540 3.217 5.589 0.385
H -2.983 3.856 1.967 0.241
H 5.170 -3.638 0.348 0.354
H -1.291 3.414 2.182 0.395
H -2.296 3.785 3.602 0.357
H -5.249 0.991 4.555 0.428
H -3.113 0.286 -2.827 0.259
H 5.506 -2.341 -0.834 0.305
H 3.618 3.448 -4.610 0.239
H 1.190 -4.988 -1.884 0.265
H 4.286 -2.099 0.434 0.148
H -4.503 3.953 4.359 0.252
H 5.860 -0.364 -2.712 0.193
H 3.505 2.848 -1.647 0.252
H 2.292 0.067 4.064 0.472
H -2.064 1.347 3.454 0.019
H 2.023 -3.667 -3.889 0.441
```

## Properties
Net charge = -2
2S+1 = 1
Energy above the lowest of the compared OMol25 structures with the same formula, charge and spin = 43.92 kJ/mol

No. 3
8 unconnected molecules or ions with the total composition C25H32F2O24 in a non-equilibrium geometry. Source: the OMol25 dataset; level of theory: ωB97M-V/def2-TZVPD.

Geometry as XYZ:
```
83
Properties=species:S:1:pos:R:3:mulliken_charge:R:1
F 0.002 -2.366 0.936 -0.097
F 0.663 6.156 0.190 -0.282
O -3.469 5.254 1.981 -0.551
O -0.215 -5.722 -3.289 -0.362
O -0.116 3.505 -4.421 -0.283
O 0.523 -3.713 -3.918 -0.510
O 4.979 -3.286 0.468 -0.363
O -0.221 0.421 3.733 -0.487
O -0.768 0.279 0.492 0.585
O 3.322 -2.106 1.382 0.046
O 3.382 -2.482 -0.857 -0.473
O -1.154 -1.450 -0.859 -0.320
O 1.088 -1.248 4.511 -0.386
O 1.766 2.235 2.105 -0.465
O -0.723 -1.744 3.379 -0.294
O 1.287 1.831 -4.754 -0.329
O -4.616 5.556 -3.283 -0.580
O -2.753 3.149 1.565 -0.105
O -3.479 4.335 -1.794 -0.378
O 0.840 2.737 0.132 -0.016
O -0.242 1.744 -3.057 -0.284
O 1.163 -4.638 -1.949 -0.218
O -3.119 3.822 3.652 -0.376
O -4.782 3.311 -3.290 -0.379
O 1.508 4.393 1.455 -0.385
O -2.744 0.129 -0.551 -0.614
C -0.365 -2.975 4.005 0.331
C 0.152 3.895 -0.310 0.310
C -3.116 2.963 -1.791 1.219
C 0.517 -0.259 0.127 -0.537
C -0.578 -4.155 3.048 -1.262
C 1.821 2.947 -5.432 -0.432
C 3.999 -2.733 2.445 -0.414
C -0.066 -6.616 -2.210 -0.287
C 0.011 -0.740 3.846 0.616
C 1.419 3.039 1.296 0.474
C 0.102 -1.662 -0.241 0.146
C -4.320 4.482 -2.845 0.572
C -3.150 4.176 2.373 0.419
C -2.807 2.451 3.730 -0.417
C 5.317 -3.182 1.872 -0.406
C -1.660 -0.311 -0.315 0.252
C 0.537 -4.621 -3.157 0.619
C 0.253 2.308 -3.986 0.448
C 0.585 3.795 -5.619 -0.362
C 1.073 -2.684 4.437 0.293
C -2.276 2.060 2.355 0.393
C 3.890 -2.560 0.221 0.439
C -4.137 2.209 -2.629 -0.167
C 1.089 -5.958 -1.427 -0.284
C 1.179 4.920 0.150 0.165
H 1.243 -0.156 0.929 0.329
H 0.878 4.839 -5.731 0.323
H 3.497 -3.607 2.866 0.241
H -0.927 -6.709 -1.550 0.284
H 0.135 3.538 -6.579 0.313
H -1.199 1.932 2.302 -0.114
H 6.082 -2.427 2.049 0.238
H 0.774 -2.298 -0.821 -0.021
H -2.977 2.523 -0.809 -0.284
H 1.785 -3.164 3.772 -0.479
H -4.880 1.716 -2.003 0.303
H -0.452 -5.114 3.561 0.454
H 0.924 0.283 -0.728 0.382
H 2.566 3.355 -4.738 0.248
H -3.666 1.501 -3.305 0.252
H -1.013 -3.074 4.878 0.372
H -1.586 -4.062 2.655 0.386
H 0.263 -7.607 -2.514 0.287
H -2.138 2.892 -2.272 -0.490
H 0.923 -5.945 -0.351 0.227
H 0.244 -4.265 2.341 0.063
H 4.139 -1.979 3.221 0.366
H 2.042 -6.446 -1.635 0.240
H -2.696 1.070 2.183 0.119
H -3.704 1.902 4.041 0.244
H 2.280 2.682 -6.384 0.307
H -0.785 4.018 0.241 -0.267
H -0.095 3.964 -1.366 0.105
H 5.606 -4.149 2.271 0.320
H 2.114 4.863 -0.414 0.340
H 1.205 -3.177 5.400 0.385
H -2.174 2.211 4.587 0.304
```

## Properties
2S+1 = 1

| no. | HOMO-LUMO gap (eV) | LUMO (eV) | E_tot (hartree) |
| --- | --- | --- | --- |
| 1 | 1.50 | -10.1 | -5455.8030 |
| 2 | 7.08 | 4.2 | -5496.5088 |
| 3 | 9.85 | -0.1 | -2977.3765 |